Computed, not measured: a 15-piece molecular cluster, C37H70Cl28NO4PS overall at a distorted geometry, with the ωB97M-V functional and the def2-TZVPD basis.

Results
Strongest force on any atom in eV/A: 6.41
Total energy in Eh: -15432.33935

Structure (XYZ):
```
142
C37H70Cl28NO4PS the ωB97M-V functional and the def2-TZVPD basis
C -0.967 -1.996 0.957
P 0.111 -3.545 0.827
C 0.171 -4.119 -0.974
C -0.444 -4.922 2.016
O 0.242 -6.139 1.604
C 1.639 -5.943 1.452
N 2.746 -5.446 1.367
O -1.822 -5.185 1.566
C -2.758 -4.538 2.426
O -3.853 -3.984 2.205
O -2.111 -4.607 3.715
C -0.641 -4.591 3.570
C -0.199 -5.653 4.688
C 1.381 -5.906 4.801
C 2.285 -4.580 4.737
S 1.955 -3.400 6.173
H -1.664 -2.051 1.879
H -0.289 -1.086 1.140
H -1.561 -1.868 -0.025
H -0.726 -3.800 -1.607
H 0.316 -5.270 -1.001
H 1.117 -3.653 -1.451
H -0.248 -3.546 3.865
H -0.651 -5.328 5.702
H -0.724 -6.650 4.431
H 1.580 -6.380 5.842
H 1.784 -6.690 4.047
H 3.381 -4.927 4.882
H 2.245 -4.026 3.735
H 3.182 -2.753 6.327
Cl 1.676 -1.012 -1.018
C 1.203 0.640 -1.503
C 1.402 1.648 -0.389
Cl 0.257 1.404 0.954
H 0.164 0.609 -1.837
H 1.826 0.908 -2.358
H 1.232 2.659 -0.768
H 2.415 1.603 0.017
Cl -0.355 3.537 -1.999
C -0.686 3.894 -3.715
C -0.737 2.640 -4.564
Cl 0.863 1.875 -4.733
H 0.079 4.588 -4.070
H -1.651 4.405 -3.750
H -1.076 2.889 -5.572
H -1.424 1.901 -4.148
Cl -2.985 1.670 -1.275
C -4.090 2.939 -1.860
C -5.000 2.444 -2.966
Cl -4.113 2.115 -4.475
H -3.486 3.788 -2.188
H -4.687 3.257 -1.003
H -5.749 3.205 -3.200
H -5.524 1.531 -2.676
Cl -0.158 -8.992 3.615
C -1.716 -9.304 2.809
C -2.344 -10.606 3.262
Cl -1.432 -12.027 2.694
H -1.547 -9.293 1.730
H -2.373 -8.468 3.058
H -3.353 -10.692 2.853
H -2.414 -10.661 4.351
Cl -7.427 5.794 -4.385
C -6.933 6.608 -2.879
C -5.561 7.241 -2.996
Cl -4.267 6.022 -3.110
H -6.970 5.875 -2.070
H -7.680 7.377 -2.675
H -5.353 7.842 -2.108
H -5.491 7.892 -3.869
Cl -4.546 -10.901 -1.710
C -4.258 -11.918 -0.276
C -5.393 -11.829 0.725
Cl -5.474 -10.232 1.511
H -3.307 -11.617 0.167
H -4.157 -12.945 -0.632
H -5.245 -12.565 1.519
H -6.359 -12.025 0.257
Cl 2.727 4.426 -0.214
C 3.429 5.869 -0.990
C 2.724 7.144 -0.573
Cl 1.066 7.240 -1.220
H 3.389 5.724 -2.072
H 4.478 5.910 -0.691
H 3.265 8.011 -0.959
H 2.668 7.236 0.514
Cl 2.199 3.158 3.503
C 1.386 4.607 4.147
C 1.329 5.732 3.132
Cl 2.937 6.423 2.803
H 1.908 4.913 5.056
H 0.373 4.304 4.423
H 0.707 6.544 3.514
H 0.903 5.396 2.184
Cl 2.966 8.112 -3.983
C 2.486 9.759 -4.460
C 2.682 10.762 -3.340
Cl 1.540 10.509 -1.994
H 1.446 9.726 -4.792
H 3.108 10.033 -5.315
H 2.509 11.773 -3.714
H 3.695 10.718 -2.936
Cl -6.790 1.263 -8.904
C -6.505 0.224 -7.485
C -7.628 0.318 -6.473
Cl -7.676 1.906 -5.668
H -5.545 0.505 -7.047
H -6.424 -0.801 -7.855
H -7.485 -0.430 -5.690
H -8.602 0.143 -6.935
Cl 6.557 6.941 0.059
C 7.260 8.382 -0.717
C 6.556 9.658 -0.299
Cl 4.900 9.754 -0.948
H 7.221 8.237 -1.799
H 8.310 8.422 -0.417
H 7.098 10.524 -0.685
H 6.500 9.749 0.787
Cl -7.597 -7.353 2.591
C -7.115 -6.520 4.090
C -5.750 -5.873 3.969
Cl -4.443 -7.080 3.867
H -7.146 -7.245 4.906
H -7.872 -5.757 4.286
H -5.549 -5.261 4.851
H -5.686 -5.230 3.090
Cl 5.948 -4.345 6.463
C 7.131 -5.047 5.334
C 6.579 -5.162 3.926
Cl 5.292 -6.387 3.805
H 7.438 -6.018 5.726
H 8.002 -4.388 5.337
H 7.373 -5.466 3.241
H 6.173 -4.211 3.574
Cl 7.012 5.477 -2.634
C 8.460 4.442 -2.669
C 9.733 5.245 -2.848
Cl 9.850 5.967 -4.472
H 8.333 3.708 -3.467
H 8.490 3.907 -1.717
H 10.602 4.594 -2.728
H 9.807 6.049 -2.114
```

Löwdin population analysis, charges in e, atoms 1 to 2:
1 C -0.30
2 P 0.94